[1]
Molecular formula: C24H21ClN4O3S
Method: DFT, wB97M-V/def2-TZVPD

Each line ends with the natural charge from an NBO analysis.
Cartesian coordinates (Å):
1 C -4.86 -3.76 -0.06  -0.603
2 C -4.96 -2.26 0.18  -0.423
3 C -3.72 -1.48 -0.18  -0.041
4 C -2.57 -2.02 -0.71  -0.210
5 C -1.46 -1.24 -1.04  -0.243
6 C -1.45 0.12 -0.83  -0.206
7 C -2.59 0.71 -0.28  -0.103
8 C -2.95 2.06 0.02  -0.110
9 C -2.15 3.23 -0.08  0.050
10 N -0.88 3.16 -0.22  -0.255
11 N -0.16 4.29 -0.32  -0.432
12 C 1.19 4.38 -0.26  0.640
13 O 1.73 5.46 -0.48  -0.599
14 C 1.98 3.17 0.09  -0.086
15 C 3.33 3.16 -0.27  -0.149
16 C 4.16 2.12 0.11  -0.222
17 C 3.66 1.07 0.86  -0.168
18 C 2.32 1.09 1.21  -0.351
19 S 1.62 -0.34 2.03  2.319
20 O 0.31 -0.05 2.50  -0.922
21 O 2.58 -0.92 2.92  -0.930
22 N 1.43 -1.39 0.72  -0.856
23 C 2.60 -1.81 0.08  0.054
24 C 3.47 -2.67 0.74  -0.191
25 C 4.64 -3.09 0.14  -0.208
26 C 4.95 -2.68 -1.15  -0.207
27 C 4.10 -1.83 -1.83  -0.258
28 C 2.94 -1.38 -1.21  0.038
29 Cl 1.91 -0.26 -2.04  -0.007
30 C 1.48 2.11 0.84  -0.181
31 C -4.26 2.02 0.47  0.013
32 N -4.70 0.73 0.47  -0.533
33 C -3.71 -0.09 0.01  0.197
34 H -4.06 -4.20 0.53  0.211
35 H -4.69 -3.98 -1.11  0.208
36 H -5.79 -4.24 0.24  0.214
37 H -5.80 -1.87 -0.39  0.205
38 H -5.18 -2.09 1.24  0.208
39 H -2.52 -3.08 -0.90  0.213
40 H -0.61 -1.73 -1.50  0.211
41 H -0.60 0.74 -1.08  0.234
42 H -2.66 4.20 -0.02  0.157
43 H -0.65 5.18 -0.44  0.378
44 H 3.71 4.00 -0.84  0.239
45 H 5.20 2.13 -0.18  0.223
46 H 4.28 0.25 1.18  0.241
47 H 0.72 -1.02 0.10  0.428
48 H 3.21 -2.97 1.74  0.246
49 H 5.30 -3.75 0.67  0.220
50 H 5.86 -3.02 -1.63  0.220
51 H 4.33 -1.49 -2.82  0.229
52 H 0.45 2.06 1.15  0.269
53 H -4.88 2.82 0.80  0.212
54 H -5.61 0.44 0.79  0.418

Results
HOMO in eV: -7.9062
Calculated total energy in eV: -60689.6241
Charge: 0
Kohn-Sham gap in eV: 8.198
Energy above the lowest of the compared OMol25 structures with the same formula, charge and spin in kJ/mol: 179.55
LUMO level in eV: 0.291

---

[2]
Molecular formula: C6H14O2
Method: DFT, wB97M-V/def2-TZVPD

Each line ends with the natural charge from an NBO analysis.
Cartesian coordinates (Å):
1 C -1.75 -0.28 -1.39  -0.620
2 C -0.46 0.51 -1.21  -0.218
3 C 0.74 -0.28 -1.84  -0.611
4 C -0.11 0.58 0.30  -0.389
5 C -1.01 1.52 1.15  -0.514
6 C -0.36 1.57 2.53  0.438
7 O -0.05 2.64 3.01  -0.522
8 H -1.79 -1.00 -0.55  0.211
9 H -1.80 -0.63 -2.41  0.217
10 H -2.68 0.32 -1.26  0.211
11 H -0.45 1.54 -1.62  0.205
12 H 0.55 -0.23 -2.90  0.202
13 H 1.78 0.04 -1.69  0.218
14 H 0.69 -1.35 -1.57  0.208
15 H 0.95 0.79 0.43  0.212
16 H -0.14 -0.43 0.82  0.194
17 H -1.15 2.55 0.72  0.225
18 H -2.03 1.16 1.20  0.221
19 H -0.06 0.65 3.05  0.113
20 O 3.00 -2.99 0.68  -0.917
21 H 3.75 -3.23 1.24  0.460
22 H 2.40 -3.45 1.29  0.458

Results
HOMO in eV: -9.5725
Calculated total energy in eV: -10543.0474
Charge: 0
Kohn-Sham gap in eV: 10.172
Energy above the lowest of the compared OMol25 structures with the same formula, charge and spin in kJ/mol: 151.41
LUMO level in eV: 0.600

---

[3]
Molecular formula: C5H15NSi
Method: DFT, wB97M-V/def2-TZVPD

Each line ends with the natural charge from an NBO analysis.
Cartesian coordinates (Å):
1 C 0.08 -2.16 0.38  -0.419
2 N -0.79 -1.02 0.13  -0.813
3 C -1.66 -0.65 1.19  -0.413
4 Si 0.21 0.43 -0.30  1.775
5 C 1.89 0.72 0.50  -1.143
6 C 0.41 0.13 -2.16  -1.125
7 C -0.73 2.06 0.01  -1.123
8 H 0.46 -2.22 1.36  0.169
9 H -0.59 -3.06 0.27  0.191
10 H 0.97 -2.21 -0.23  0.201
11 H -2.47 0.10 0.89  0.203
12 H -2.24 -1.51 1.47  0.191
13 H -1.05 -0.27 1.98  0.161
14 H 1.80 1.23 1.47  0.239
15 H 2.62 -0.02 0.49  0.239
16 H 2.45 1.44 -0.12  0.247
17 H 1.05 -0.74 -2.28  0.230
18 H 0.75 0.96 -2.71  0.227
19 H -0.52 -0.33 -2.60  0.249
20 H 0.02 2.82 -0.13  0.234
21 H -1.10 2.07 1.06  0.236
22 H -1.57 2.23 -0.69  0.244

Results
HOMO in eV: -8.4834
Calculated total energy in eV: -14796.1601
Charge: 0
Kohn-Sham gap in eV: 9.396
Energy above the lowest of the compared OMol25 structures with the same formula, charge and spin in kJ/mol: 17.37
LUMO level in eV: 0.912

---

[4]
Molecular formula: C23H22O3S2
Method: DFT, wB97M-V/def2-TZVPD

Each line ends with the natural charge from an NBO analysis.
Cartesian coordinates (Å):
1 C 6.58 1.02 -1.18  -0.629
2 C 5.96 0.33 0.03  -0.077
3 O 4.63 -0.11 -0.43  -0.514
4 C 3.81 -0.73 0.44  0.052
5 S 4.19 -0.96 2.02  -0.134
6 S 2.32 -1.42 -0.30  0.285
7 C 0.88 -1.49 0.83  -0.349
8 C 0.02 -2.72 0.44  -0.096
9 C -0.70 -2.74 -0.75  -0.126
10 C -1.47 -3.84 -1.16  -0.331
11 C -1.45 -5.02 -0.37  0.324
12 O -2.13 -6.17 -0.65  -0.499
13 C -2.93 -6.30 -1.84  -0.253
14 C -0.70 -5.02 0.83  -0.261
15 C -0.03 -3.88 1.24  -0.164
16 C 0.25 -0.10 0.64  -0.086
17 C -1.05 0.15 0.21  -0.136
18 C -1.47 1.42 -0.18  -0.313
19 C -0.57 2.48 -0.09  0.312
20 O -0.87 3.81 -0.30  -0.504
21 C -2.09 4.35 0.10  0.298
22 C -3.25 4.05 -0.60  -0.268
23 C -4.45 4.63 -0.18  -0.196
24 C -4.49 5.47 0.94  -0.228
25 C -3.30 5.79 1.60  -0.195
26 C -2.09 5.26 1.16  -0.250
27 C 0.76 2.25 0.29  -0.253
28 C 1.13 1.00 0.72  -0.173
29 H 7.56 1.45 -0.94  0.218
30 H 6.74 0.32 -2.00  0.216
31 H 5.95 1.85 -1.54  0.219
32 H 6.58 -0.54 0.33  0.202
33 H 5.92 1.04 0.88  0.205
34 H 1.12 -1.62 1.90  0.264
35 H -0.63 -1.89 -1.43  0.214
36 H -2.08 -3.80 -2.07  0.220
37 H -3.26 -7.34 -1.82  0.204
38 H -3.81 -5.65 -1.81  0.181
39 H -2.35 -6.11 -2.75  0.182
40 H -0.71 -5.93 1.42  0.228
41 H 0.53 -3.90 2.17  0.218
42 H -1.75 -0.66 0.12  0.213
43 H -2.48 1.59 -0.53  0.225
44 H -3.20 3.40 -1.47  0.225
45 H -5.37 4.41 -0.73  0.216
46 H -5.44 5.90 1.27  0.218
47 H -3.31 6.45 2.47  0.218
48 H -1.14 5.52 1.63  0.230
49 H 1.47 3.09 0.33  0.227
50 H 2.15 0.88 1.10  0.222

Results
HOMO in eV: -8.1674
Calculated total energy in eV: -52019.2127
Charge: 0
Kohn-Sham gap in eV: 8.540
LUMO level in eV: 0.373

---

[5]
Molecular formula: C4H12
Method: DFT, wB97M-V/def2-TZVPD

Each line ends with the Löwdin spin population.
Cartesian coordinates (Å):
1 C 1.14 -1.58 0.08  0.200
2 C 1.72 -1.23 1.42  0.127
3 H 1.23 -2.65 -0.14  0.036
4 H 0.06 -1.35 0.04  0.028
5 H 1.36 -0.99 -0.81  0.043
6 H 1.18 -1.74 2.22  0.021
7 H 1.85 -0.17 1.62  0.018
8 H 2.74 -1.63 1.55  0.014
9 C -1.86 0.83 -1.00  0.214
10 C -1.00 1.98 -0.48  0.134
11 H -2.59 1.27 -1.69  0.029
12 H -1.25 0.13 -1.57  0.035
13 H -2.39 0.33 -0.19  0.044
14 H -0.01 1.67 -0.12  0.018
15 H -0.82 2.71 -1.27  0.019
16 H -1.52 2.46 0.34  0.020

Results
HOMO (spin up / spin down) in eV: 1.5462 / -7.5165
Calculated total energy in eV: -4340.7024
Charge: -1
Kohn-Sham gap (spin up / spin down) in eV: 2.792 / 11.969
Energy above the lowest of the compared OMol25 structures with the same formula, charge and spin in kJ/mol: 32.24
LUMO level (spin up / spin down) in eV: 4.338 / 4.452
2S+1: 2
Expectation value of S²: 0.750

---

[6]
Molecular formula: C31H30AsBr2IrNOSi
Method: DFT, wB97M-V/def2-TZVPD

Each line ends with the natural charge from an NBO analysis.
Cartesian coordinates (Å):
1 Ir 0.80 0.33 -0.04  0.786
2 Br -3.25 -2.35 1.31  0.113
3 C -1.47 -2.94 1.16  -0.157
4 C -1.13 -4.26 1.51  -0.217
5 C 0.15 -4.71 1.43  -0.078
6 Br 0.55 -6.48 1.93  0.100
7 C 1.19 -3.85 0.99  -0.110
8 C 2.56 -4.17 0.89  -0.089
9 C 3.46 -3.22 0.49  -0.261
10 C 3.00 -1.92 0.20  0.087
11 N 1.73 -1.59 0.28  -0.475
12 C 0.83 -2.53 0.66  0.096
13 C -0.50 -2.07 0.72  0.335
14 O -0.75 -0.81 0.35  -0.640
15 H -1.92 -4.92 1.85  0.254
16 H 2.89 -5.17 1.13  0.247
17 H 4.51 -3.44 0.39  0.244
18 H 3.69 -1.14 -0.09  0.216
19 C 0.11 -2.41 5.07  -0.184
20 C 1.31 -2.18 4.42  -0.207
21 C 1.44 -1.10 3.56  -0.235
22 C 0.35 -0.25 3.36  -0.296
23 C -0.85 -0.47 4.02  -0.232
24 C -0.97 -1.55 4.88  -0.188
25 As 0.57 1.19 2.11  1.380
26 C -0.99 2.31 2.25  -0.401
27 C -0.91 3.57 2.83  -0.145
28 C -2.04 4.37 2.89  -0.217
29 C -3.25 3.91 2.38  -0.182
30 C -3.33 2.65 1.80  -0.190
31 C -2.20 1.85 1.73  -0.225
32 C 2.04 2.22 2.77  -0.407
33 C 2.22 2.32 4.15  -0.200
34 C 3.26 3.08 4.66  -0.197
35 C 4.12 3.74 3.80  -0.181
36 C 3.95 3.64 2.42  -0.205
37 C 2.91 2.88 1.91  -0.150
38 H 0.01 -3.26 5.74  0.230
39 H 2.15 -2.84 4.58  0.227
40 H 2.38 -0.92 3.06  0.220
41 H -1.69 0.19 3.87  0.235
42 H -1.90 -1.73 5.39  0.230
43 H 0.03 3.93 3.23  0.219
44 H -1.98 5.35 3.34  0.228
45 H -4.13 4.54 2.44  0.228
46 H -4.26 2.30 1.40  0.227
47 H -2.26 0.87 1.26  0.247
48 H 1.55 1.80 4.83  0.229
49 H 3.39 3.16 5.73  0.231
50 H 4.94 4.33 4.20  0.230
51 H 4.63 4.15 1.75  0.227
52 H 2.77 2.81 0.84  0.208
53 C -0.38 2.84 -3.78  -1.115
54 Si -0.53 1.60 -2.39  1.625
55 C 0.45 0.03 -2.83  -1.128
56 C -2.31 1.19 -2.03  -1.123
57 C 0.34 2.14 -0.81  -1.160
58 H -0.85 2.47 -4.69  0.250
59 H 0.66 3.07 -4.01  0.243
60 H -0.88 3.77 -3.51  0.250
61 H 0.00 -0.46 -3.69  0.278
62 H 0.44 -0.76 -2.05  0.213
63 H 1.48 0.25 -3.09  0.246
64 H -2.80 0.78 -2.92  0.249
65 H -2.86 2.09 -1.74  0.247
66 H -2.40 0.45 -1.24  0.250
67 H -0.05 2.98 -0.25  0.244
68 H 1.40 2.37 -1.12  0.226

Results
HOMO in eV: -10.7302
Calculated total energy in eV: -247806.9943
Charge: +1
Kohn-Sham gap in eV: 7.176
Energy above the lowest of the compared OMol25 structures with the same formula, charge and spin in kJ/mol: 0.00
LUMO level in eV: -3.554